# 1
Computed, not measured: one molecule with the formula C6H11NO, with ωB97M-V with the def2-TZVPD basis set.

The geometry in XYZ format:
```
19
C6H11NO, DFT ωB97M-V with the def2-TZVPD basis set
C 1.397 -1.144 -0.427
N 0.486 -0.386 0.266
C -0.492 -1.085 1.095
C -1.828 -0.373 0.898
C -1.661 0.653 -0.265
C -0.128 0.739 -0.456
C 0.421 2.064 0.069
O 2.099 -0.712 -1.312
H 1.461 -2.184 -0.065
H -0.493 -2.159 0.860
H -0.250 -1.158 2.161
H -2.667 -1.063 0.864
H -1.953 0.254 1.762
H -1.993 1.598 0.146
H -2.141 0.310 -1.173
H 0.141 0.634 -1.507
H -0.085 2.924 -0.373
H 0.269 2.090 1.152
H 1.466 2.175 -0.118
```

The calculation puts the max |F| at 1.9 eV/A. The SMILES is C[C@@H]1CCCN1C=O. The calculation puts the energy above the lowest of the compared OMol25 structures with the same formula, charge and spin at 52.12 kJ/mol. For the electronic energy, the calculation gives -365.21162 Ha. As for the highest occupied orbital energy: -9.40 eV.

***

# 2
Computed, not measured: a 2-piece molecular cluster, C6H11NO overall, with ωB97M-V with the def2-TZVPD basis set.

The geometry in XYZ format:
```
19
C6H11NO, DFT ωB97M-V with the def2-TZVPD basis set
C 2.163 -1.556 -0.624
C 1.255 -0.835 0.326
C -0.181 -0.522 -0.349
C -1.217 -1.203 0.178
N 1.544 -0.471 1.471
H 0.831 0.294 1.842
H -0.124 -0.449 -1.432
H 1.699 -2.491 -0.943
H 3.114 -1.752 -0.132
H 2.341 -0.952 -1.515
H -2.046 -1.555 -0.419
H -1.312 -1.319 1.250
C -1.737 1.909 -0.216
C -0.387 1.507 0.331
O -0.205 1.443 1.576
H 0.451 1.891 -0.284
H -1.854 1.569 -1.246
H -2.531 1.493 0.400
H -1.802 2.998 -0.213
```

The calculation puts the max |F| at 3.5 eV/A. The SMILES is [H]/N=C(/C)C=C.CC=O. The calculation puts the energy above the lowest of the compared OMol25 structures with the same formula, charge and spin at 353.26 kJ/mol. For the electronic energy, the calculation gives -365.09692 Ha. As for the highest occupied orbital energy (spin up / spin down): -8.95 / -8.95 eV.

***

# 3
Computed, not measured: a 2-piece molecular cluster, C6H11NO overall, with ωB97M-V with the def2-TZVPD basis set.

The geometry in XYZ format:
```
19
C6H11NO, DFT ωB97M-V with the def2-TZVPD basis set
C -0.002 -0.572 -1.455
C -1.276 0.049 -1.420
N -1.283 1.043 -0.482
C -0.067 0.953 0.193
C 0.753 0.013 -0.446
C 2.187 -0.247 -0.384
C 0.279 1.535 1.452
H 0.353 -1.156 -2.180
H -2.203 -0.057 -2.018
H -2.151 1.463 0.040
H 2.738 0.260 -1.060
H 2.578 0.081 0.597
H 2.764 -1.188 -0.534
H -0.574 1.868 2.162
H 1.145 2.131 1.314
H 0.810 0.762 2.078
H -1.141 -1.468 1.877
H -0.560 -2.292 0.653
O -0.753 -2.262 1.601
```

The calculation puts the max |F| at 5.7 eV/A. The SMILES is Cc1cc[nH]c1C.O. The calculation puts the energy above the lowest of the compared OMol25 structures with the same formula, charge and spin at 221.01 kJ/mol. For the electronic energy, the calculation gives -365.14729 Ha. As for the highest occupied orbital energy: -7.67 eV.

***

# 4
Computed, not measured: one molecule with the formula C6H11NO, with ωB97M-V with the def2-TZVPD basis set.

The geometry in XYZ format:
```
19
C6H11NO, DFT ωB97M-V with the def2-TZVPD basis set
C 0.889 -1.623 1.328
N 0.464 -0.516 0.661
C -0.116 0.637 1.346
C -1.312 1.116 0.517
C -1.185 0.383 -0.833
C 0.024 -0.561 -0.741
C 1.232 -0.013 -1.533
O 1.077 -2.671 0.744
H 1.069 -1.401 2.388
H -0.440 0.495 2.373
H 0.679 1.379 1.462
H -2.211 0.848 1.065
H -1.264 2.185 0.319
H -1.066 1.080 -1.650
H -2.058 -0.235 -1.048
H -0.220 -1.552 -1.102
H 1.087 -0.137 -2.612
H 1.209 1.081 -1.496
H 2.141 -0.494 -1.189
```

The calculation puts the max |F| at 1.8 eV/A. The SMILES is C[C@@H]1CCCN1C=O. The calculation puts the energy above the lowest of the compared OMol25 structures with the same formula, charge and spin at 54.18 kJ/mol. For the electronic energy, the calculation gives -365.21083 Ha. As for the highest occupied orbital energy: -9.17 eV.

***

# 5
Computed, not measured: a 2-piece molecular cluster, C6H11NO overall, with ωB97M-V with the def2-TZVPD basis set.

The geometry in XYZ format:
```
19
C6H11NO, DFT ωB97M-V with the def2-TZVPD basis set
C 0.582 -1.428 1.145
C 0.649 1.720 1.127
C -0.084 -0.495 0.132
C 0.699 0.788 -0.044
C 1.365 1.081 -1.150
O -0.244 -1.222 -1.072
H 0.570 -0.985 2.133
H 1.607 -1.628 0.846
H 0.036 -2.367 1.168
H 1.206 1.304 1.966
H 1.086 2.682 0.871
H -0.379 1.872 1.450
H 1.902 2.008 -1.255
H 1.436 0.402 -1.985
C -2.975 -0.992 -1.376
N -3.152 -0.176 -0.598
H -1.086 -0.224 0.514
H -2.816 -1.753 -2.091
H -0.402 -0.588 -1.780
```

The calculation puts the max |F| at 0.5 eV/A. The SMILES is C=C(C)[C@H](C)O.C#N. The calculation puts the energy above the lowest of the compared OMol25 structures with the same formula, charge and spin at 182.49 kJ/mol. For the electronic energy, the calculation gives -365.16196 Ha. As for the highest occupied orbital energy: -9.50 eV.

***

# 6
Computed, not measured: one molecule with the formula C6H11NO, with ωB97M-V with the def2-TZVPD basis set.

The geometry in XYZ format:
```
19
C6H11NO, DFT ωB97M-V with the def2-TZVPD basis set
C -2.688 -0.487 0.252
C -1.389 -0.365 -0.537
C -0.029 -0.692 0.028
C 1.487 -0.484 -0.419
C 1.862 0.979 0.026
C 0.442 1.521 0.224
H -3.660 -0.185 -0.273
H -2.740 -0.142 1.283
H -2.738 -1.687 0.512
H -1.639 -0.479 -1.697
H -0.133 -0.686 1.106
H 1.626 -0.487 -1.556
H 2.023 -2.468 0.037
H 2.403 0.775 1.034
H 2.522 1.609 -0.573
H 0.443 2.503 -0.330
H 0.342 1.572 1.408
N -0.455 0.734 -0.623
O 2.323 -1.531 0.098
```

The calculation puts the max |F| at 3.9 eV/A. The SMILES is C[C@@H]1[C@H]2[C@H](O)CCN21. The calculation puts the energy above the lowest of the compared OMol25 structures with the same formula, charge and spin at 567.64 kJ/mol. For the electronic energy, the calculation gives -365.01527 Ha. As for the highest occupied orbital energy: -8.61 eV.

***

# 7
Computed, not measured: a 2-piece molecular cluster, C6H11NO overall, with ωB97M-V with the def2-TZVPD basis set.

The geometry in XYZ format:
```
19
C6H11NO, DFT ωB97M-V with the def2-TZVPD basis set
C -2.152 0.529 -0.693
C -1.551 -0.182 0.473
C -0.277 -1.180 0.067
N -2.129 -0.213 1.592
O -0.213 -1.583 -1.076
H -1.647 -0.763 2.305
H -0.141 -1.810 0.959
H -1.413 0.676 -1.480
H -2.526 1.507 -0.394
H -2.955 -0.078 -1.110
C 2.233 0.103 -1.019
C 1.631 -0.077 0.339
C 0.798 0.839 0.908
H 2.183 -0.737 1.000
H 3.129 -0.503 -1.147
H 1.547 -0.197 -1.812
H 2.483 1.148 -1.202
H 0.409 1.660 0.324
H 0.592 0.862 1.966
```

The calculation puts the max |F| at 4.5 eV/A. The SMILES is [H]/N=C(/C)C=O.C=CC. The calculation puts the energy above the lowest of the compared OMol25 structures with the same formula, charge and spin at 323.60 kJ/mol. For the electronic energy, the calculation gives -365.10822 Ha. As for the highest occupied orbital energy: -8.85 eV.

***

# 8
Computed, not measured: one molecule with the formula C6H11NO, with ωB97M-V with the def2-TZVPD basis set.

The geometry in XYZ format:
```
19
C6H11NO, DFT ωB97M-V with the def2-TZVPD basis set
C -1.197 -1.604 2.262
C -0.245 -0.983 1.293
C -0.179 0.300 1.079
C 0.841 0.962 0.170
C 1.729 -0.182 -0.396
C 0.102 1.512 -0.854
H -1.376 -2.645 1.844
H -0.752 -1.496 3.292
H -2.062 -0.783 2.248
H 0.619 -1.382 1.029
H -1.002 0.850 1.464
H 1.368 1.682 0.780
H 2.388 -0.419 0.456
H 2.137 0.262 -1.234
H 1.277 -1.199 -0.655
H -0.205 2.723 -1.059
H -1.246 -0.782 -2.522
N -0.566 0.937 -1.702
O -0.435 -0.424 -1.882
```

The calculation puts the max |F| at 7.1 eV/A. The SMILES is C/C=C/[C@@H](C)/C=N\O. The calculation puts the energy above the lowest of the compared OMol25 structures with the same formula, charge and spin at 567.00 kJ/mol. For the electronic energy, the calculation gives -365.01551 Ha. As for the highest occupied orbital energy: -9.08 eV.

***

# 9
Computed, not measured: one molecule with the formula C6H11NO, with ωB97M-V with the def2-TZVPD basis set.

The geometry in XYZ format:
```
19
C6H11NO, DFT ωB97M-V with the def2-TZVPD basis set
C -0.002 0.037 -0.672
C 0.957 -1.117 -0.984
C 0.808 0.410 1.768
C -0.380 0.091 0.787
N 0.592 1.308 -1.095
C -1.289 -0.194 -1.649
C -1.574 -0.131 1.356
O -2.248 -0.936 -1.473
H 1.539 1.400 -0.738
H 0.046 2.085 -0.725
H -1.168 0.294 -2.639
H 1.066 -1.259 -2.066
H 1.959 -0.950 -0.575
H 0.583 -2.060 -0.568
H 0.838 -0.335 2.569
H 0.655 1.403 2.203
H 1.787 0.403 1.284
H -1.703 -0.073 2.433
H -2.466 -0.375 0.787
```

The calculation puts the max |F| at 2.4 eV/A. The SMILES is C=C(C)[C@](C)(N)C=O. The calculation puts the energy above the lowest of the compared OMol25 structures with the same formula, charge and spin at 163.88 kJ/mol. For the electronic energy, the calculation gives -365.16905 Ha. As for the highest occupied orbital energy: -9.17 eV.

***

# 10
Computed, not measured: C6H11NO2 as an isolated structure, with ωB97M-V with the def2-TZVPD basis set.

The geometry in XYZ format:
```
20
C6H11NO2, DFT ωB97M-V with the def2-TZVPD basis set
C -1.779 -0.771 0.854
C 2.917 -0.693 -0.881
C -2.284 0.480 1.517
N 0.065 -0.712 0.280
C 0.037 0.180 -0.670
C 1.947 0.438 -1.112
C -0.731 0.708 -1.605
O 0.807 -0.406 1.435
O 2.236 1.481 -1.620
H 0.685 0.537 1.638
H -1.634 -1.613 1.524
H -2.325 -1.074 -0.035
H 3.920 -0.422 -1.217
H 2.935 -0.938 0.179
H 2.555 -1.568 -1.421
H -1.808 0.685 -1.560
H -0.269 1.266 -2.404
H -2.284 1.329 0.831
H -3.312 0.355 1.878
H -1.678 0.739 2.387
```

The calculation puts the max |F| at 6.8 eV/A. The calculation puts the energy above the lowest of the compared OMol25 structures with the same formula, charge and spin at 593.47 kJ/mol. For the electronic energy, the calculation gives -440.26120 Ha. As for the highest occupied orbital energy: -8.08 eV.

***

Please write out number 2 again, unchanged.
Computed, not measured: a 2-piece molecular cluster, C6H11NO overall, with ωB97M-V with the def2-TZVPD basis set.

The geometry in XYZ format:
```
19
C6H11NO, DFT ωB97M-V with the def2-TZVPD basis set
C 2.163 -1.556 -0.624
C 1.255 -0.835 0.326
C -0.181 -0.522 -0.349
C -1.217 -1.203 0.178
N 1.544 -0.471 1.471
H 0.831 0.294 1.842
H -0.124 -0.449 -1.432
H 1.699 -2.491 -0.943
H 3.114 -1.752 -0.132
H 2.341 -0.952 -1.515
H -2.046 -1.555 -0.419
H -1.312 -1.319 1.250
C -1.737 1.909 -0.216
C -0.387 1.507 0.331
O -0.205 1.443 1.576
H 0.451 1.891 -0.284
H -1.854 1.569 -1.246
H -2.531 1.493 0.400
H -1.802 2.998 -0.213
```

The calculation puts the max |F| at 3.5 eV/A. The SMILES is [H]/N=C(/C)C=C.CC=O. The calculation puts the energy above the lowest of the compared OMol25 structures with the same formula, charge and spin at 353.26 kJ/mol. For the electronic energy, the calculation gives -365.09692 Ha. As for the highest occupied orbital energy (spin up / spin down): -8.95 / -8.95 eV.

***

> The lowest electronic energy belongs to which entry?

C6H11NO2